Molecular formula: C44H77F6N14O6S2
Method: DFT, ωB97M-V/def2-TZVPD

```
! wB97M-V def2-TZVPD RIJCOSX def2/J DEFGRID3
* xyz 5 1
C -19.6714 11.2508 -3.0448
C -19.7727 12.1098 -4.3905
N -21.1402 12.3955 -4.7655
C -21.7574 12.1811 -6.0080
C -22.9570 12.7403 -6.0021
N -23.2199 13.2686 -4.7466
C -22.0877 13.0046 -3.9822
C -24.4060 13.9774 -4.2992
H -20.4050 11.7611 -2.4207
H -18.6891 11.2952 -2.5744
H -19.8090 10.1696 -3.0503
H -19.4924 11.3953 -5.1645
H -19.1100 12.9750 -4.3718
H -21.1820 11.7587 -6.8184
H -23.7772 12.7231 -6.7045
H -21.9818 13.4306 -2.9954
H -25.2047 13.9404 -5.0401
H -24.2012 15.0374 -4.1488
H -24.8590 13.4954 -3.4329
C -13.1122 6.1826 -18.6817
C -14.6305 6.1560 -19.0427
N -14.9897 5.1785 -20.0747
C -15.8382 4.0862 -19.7976
C -16.1647 3.5310 -21.0382
N -15.3720 4.1412 -22.0442
C -14.6970 5.1870 -21.3981
C -15.1131 3.6858 -23.3805
H -13.1261 6.5306 -17.6488
H -12.6453 6.9539 -19.2942
H -12.6788 5.2005 -18.8708
H -14.7753 7.1428 -19.4822
H -15.2952 6.0292 -18.1881
H -16.3028 3.8433 -18.8534
H -16.6508 2.6083 -21.3187
H -14.1178 5.8870 -21.9820
H -14.7568 4.4310 -24.0916
H -16.0889 3.4007 -23.7738
H -14.3798 2.8807 -23.4271
C -25.3892 10.6343 -15.6311
C -25.0368 11.1664 -14.1673
N -24.4823 10.0712 -13.4684
C -25.0128 9.0327 -12.7793
C -24.1343 8.1386 -12.4554
N -22.8592 8.6589 -12.7137
C -23.1417 9.8500 -13.2558
C -21.5833 7.9187 -12.7457
H -24.8348 11.2110 -16.3715
H -26.4404 10.8924 -15.7597
H -25.4177 9.6131 -16.0111
H -25.8930 11.4677 -13.5638
H -24.4327 12.0733 -14.1419
H -26.0862 9.0075 -12.8956
H -24.2411 7.2127 -11.9097
H -22.3113 10.3825 -13.6955
H -21.3186 7.9323 -13.8030
H -21.8928 6.9392 -12.3812
H -20.9584 8.3639 -11.9714
C -18.5033 17.7057 -11.3696
C -19.1337 18.5812 -10.2249
N -18.3362 18.3549 -8.9462
C -18.7520 18.1873 -7.5989
C -17.6053 18.1205 -6.7716
N -16.5211 18.0530 -7.6272
C -16.9515 18.0835 -8.9091
C -15.1991 17.6251 -7.2121
H -19.2789 17.5556 -12.1205
H -18.3147 16.6550 -11.1492
H -17.6479 18.2004 -11.8298
H -20.1686 18.4771 -9.8988
H -19.0864 19.6108 -10.5795
H -19.7862 18.3279 -7.3212
H -17.5692 18.0096 -5.6979
H -16.3337 17.9508 -9.7849
H -14.7025 18.5849 -7.0699
H -14.7610 17.0088 -7.9972
H -15.2862 17.1835 -6.2194
C -15.0048 3.2899 -5.4249
C -16.0757 3.7812 -6.3819
N -15.8943 3.2290 -7.7456
C -16.5519 2.1029 -8.2641
C -16.0051 1.8875 -9.5048
N -14.9900 2.8178 -9.8306
C -14.9852 3.6075 -8.7259
C -14.2112 2.9625 -11.0617
H -15.3182 3.4183 -4.3888
H -14.0425 3.7816 -5.5674
H -14.7645 2.2336 -5.5454
H -16.0014 4.8602 -6.5177
H -17.0851 3.4425 -6.1482
H -17.4294 1.6726 -7.8044
H -16.2731 1.2563 -10.3392
H -14.1898 4.3375 -8.7549
H -14.9994 3.3774 -11.6899
H -13.6848 2.0558 -11.3600
H -13.4090 3.6918 -10.9493
C -6.3046 17.5778 -7.2669
C -6.3643 16.6990 -8.5511
N -5.6748 17.3463 -9.6183
C -6.1155 17.6881 -10.8780
C -5.0510 18.1409 -11.6295
N -3.9154 18.1350 -10.8384
C -4.3318 17.5502 -9.6298
C -2.5778 18.4764 -11.1856
H -5.3318 17.7936 -6.8252
H -6.8463 17.1774 -6.4099
H -6.7386 18.5628 -7.4389
H -7.3948 16.5139 -8.8542
H -5.8369 15.7617 -8.3741
H -7.1388 17.5679 -11.2016
H -5.0741 18.3711 -12.6844
H -3.6849 17.3488 -8.7887
H -1.8082 18.0814 -10.5223
H -2.4935 19.5590 -11.2797
H -2.5512 18.1442 -12.2234
C -12.3380 20.0524 -18.5455
C -12.5503 21.0673 -17.4323
N -12.1830 22.3971 -17.9124
C -12.9350 22.9993 -18.8343
C -12.2991 24.2022 -19.2662
N -11.1701 24.3889 -18.4684
C -11.1918 23.3035 -17.6063
C -10.0894 25.3559 -18.5656
H -11.3074 19.8521 -18.8384
H -12.8220 20.4738 -19.4266
H -12.7548 19.0984 -18.2229
H -11.8508 20.8603 -16.6224
H -13.5344 21.1666 -16.9741
H -13.8712 22.5815 -19.1741
H -12.4616 24.9070 -20.0682
H -10.3927 23.1473 -16.8968
H -9.9285 25.7826 -19.5556
H -9.1851 24.9301 -18.1308
H -10.4527 26.1560 -17.9207
C -9.4782 9.3495 -6.6377
F -9.9144 8.0548 -6.8859
F -8.0879 9.3817 -6.6347
F -9.8404 10.2316 -7.5629
S -10.3351 9.8280 -4.9810
O -9.8947 11.2236 -4.7532
O -11.8219 9.7719 -4.9915
O -9.6747 8.8185 -4.1326
C -13.6537 12.6360 -12.7836
F -13.1480 13.1108 -11.6348
F -13.9603 13.5268 -13.7006
F -12.6602 12.0335 -13.3394
S -15.2238 11.5071 -12.4904
O -15.8718 11.5824 -13.7934
O -14.7130 10.1551 -12.1808
O -16.0664 12.1158 -11.4793
*
```

The largest force on an atom is 7.2 eV/Å. Its gap between HOMO and LUMO is 4.35 eV. The value obtained for the energy above the lowest of the compared OMol25 structures with the same formula, charge and spin is 6.773 eV. The value obtained for the LUMO energy is -7.41 eV.


Molecular formula: C25H28AsBCl2F6N8O4RbS2
Method: DFT, ωB97M-V/def2-TZVPD

```
! wB97M-V def2-TZVPD RIJCOSX def2/J DEFGRID3
* xyz -2 2
Rb -0.5441 -0.6472 0.6121
B 3.5076 -1.4820 -2.0680
N 3.9340 -1.0541 -0.6299
C 5.1290 -1.2113 -0.0367
C 5.0474 -0.7070 1.2480
C 3.7172 -0.2704 1.3504
N 3.0607 -0.4778 0.2144
N 2.3029 -2.4534 -1.9501
C 2.3359 -3.7694 -1.6814
C 1.0425 -4.2201 -1.5255
C 0.2629 -3.0736 -1.7278
N 1.0276 -2.0132 -1.9758
H 4.4524 -2.0589 -2.5711
H 3.1661 -0.5174 -2.7223
H 5.9474 -1.6712 -0.5675
H 5.8190 -0.6846 1.9999
H 3.2049 0.1738 2.1914
H 3.2769 -4.2890 -1.6013
H 0.7105 -5.2132 -1.2744
H -0.8120 -2.9644 -1.7006
C -8.7386 1.7187 -0.2929
C -7.2439 1.8707 -0.1699
C -6.6367 3.1077 -0.3479
C -5.2591 3.2486 -0.2288
C -4.4847 2.1420 0.0741
C -5.0722 0.8970 0.2556
C -6.4454 0.7688 0.1330
S -2.7126 2.3266 0.2019
O -2.5002 3.7426 0.4119
O -2.2920 1.4336 1.2578
N -2.0781 1.8533 -1.1810
C -2.8295 1.5223 -2.2354
C -3.3320 -0.6170 -2.2863
O -4.0732 -0.6949 -3.2138
O -2.7593 -1.0904 -1.3551
H -9.2007 2.6595 -0.5931
H -9.1762 1.4150 0.6608
H -8.9986 0.9578 -1.0308
H -7.2468 3.9733 -0.5832
H -4.7691 4.2043 -0.3555
H -4.4517 0.0425 0.4961
H -6.9081 -0.2018 0.2732
H -2.3205 1.3778 -3.1827
H -3.8886 1.7693 -2.2910
C 0.7200 3.8435 5.1304
N 1.1083 4.1122 3.7683
C 1.4546 5.3362 3.2368
C 1.7198 5.1491 1.9359
N 1.5277 3.8001 1.6539
C 1.1268 3.1337 2.8001
S 0.7186 1.5652 3.0950
C 1.8227 3.2358 0.3814
C 2.7662 3.8642 -0.4290
C 3.0155 3.3188 -1.6780
C 2.3526 2.1610 -2.0510
C 1.4710 1.5986 -1.1389
N 1.1882 2.1386 0.0364
H 0.7851 4.7728 5.6951
H 1.3725 3.0869 5.5659
H -0.2964 3.4505 5.1585
H 1.4522 6.2416 3.8171
H 1.9540 5.8744 1.1811
H 3.3310 4.7195 -0.0872
H 3.7489 3.7765 -2.3306
H 2.5654 1.6607 -2.9855
H 1.0251 0.6388 -1.3684
F 0.9597 -2.4019 2.5285
As -0.4577 -3.1748 3.1764
F -1.1191 -3.2739 1.5551
F -1.2071 -1.6084 3.3215
F -1.8831 -3.9281 3.8296
F 0.1916 -3.0520 4.7821
F 0.2624 -4.7405 2.9825
Cl 1.6367 0.2813 -5.6309
C 0.4755 -0.0298 -4.3210
Cl -1.0449 -0.7106 -4.9288
H 0.2372 0.9206 -3.8570
H 0.8975 -0.7283 -3.6022
*
```

The largest force on an atom is 0.4 eV/Å. Its gap between HOMO and LUMO (spin up / spin down) is 5.58 / 7.12 eV. Its expectation value of S² is 0.754. The value obtained for the energy above the lowest of the compared OMol25 structures with the same formula, charge and spin is 0.670 eV. The value obtained for the LUMO energy (spin up / spin down) is 3.83 / 3.83 eV.


Molecular formula: C4H6N2OS
Method: DFT, ωB97M-V/def2-TZVPD

```
! wB97M-V def2-TZVPD RIJCOSX def2/J DEFGRID3
* xyz 0 1
C -1.5544 0.5586 0.1845
C -0.3987 1.5141 -0.0539
C 1.6295 -0.8488 -0.5578
C 0.9059 -1.6993 0.4228
H -2.4639 1.0341 -0.2119
H -1.7050 0.4179 1.2279
H -0.2643 1.7856 -1.1012
H -0.5619 2.4734 0.5209
H 2.2726 -1.3435 -1.2689
H 1.5332 -2.2870 1.1275
N 1.5565 0.4158 -0.6401
N -0.3581 -1.8986 0.5257
O 0.8179 0.9494 0.4240
S -1.4094 -1.0716 -0.5996
*
```

The largest force on an atom is 1.2 eV/Å. Its gap between HOMO and LUMO is 8.93 eV. The SMILES is C1=N\OCCS\N=C/1. The value obtained for the energy above the lowest of the compared OMol25 structures with the same formula, charge and spin is 4.514 eV. The value obtained for the LUMO energy is 0.35 eV.


- Which value of largest force on an atom does entry 1 give?
  7.2 eV/Å


- What is the largest force on an atom in the first record?
  7.2 eV/Å